# 1
{
  "formula": "C7H11NO",
  "method": "ωB97M-V with the def2-TZVPD basis set",
  "elements": ["C", "C", "C", "N", "O", "H", "H", "H", "H", "H", "C", "C", "C", "C", "H", "H", "H", "H", "H", "H"],
  "xyz": [[-0.487, 1.295, 2.841], [-0.998, 0.393, 2.029], [-0.259, -0.607, 1.414], [-0.663, -1.399, 0.454], [-1.873, -1.053, -0.110], [-1.051, 2.075, 3.282], [0.663, 1.479, 3.068], [-2.089, 0.421, 1.982], [0.597, -1.157, 1.806], [-1.783, -1.475, -1.006], [1.683, -0.987, -1.322], [0.624, -0.046, -1.576], [-0.391, 0.510, -2.225], [0.060, 1.305, -1.078], [1.260, -1.899, -0.870], [2.423, -0.573, -0.666], [2.199, -1.230, -2.223], [-0.800, 0.447, -3.253], [0.620, 2.273, -1.151], [-0.735, 1.331, -0.288]],
  "atomic_forces_ev_per_a": [[3.6, 1.2, 0.7], [-1.5, 1.8, 1.7], [0.0, -4.8, -2.4], [0.4, 1.0, 1.0], [0.0, -0.4, -1.1], [-0.8, 0.4, 0.4], [-2.4, -0.9, -0.7], [0.3, -0.3, -0.6], [0.4, 1.2, 0.5], [-0.4, 0.6, 1.2], [0.1, -1.0, 0.3], [-2.7, 2.9, -0.3], [2.2, -1.8, -2.0], [-0.9, 0.5, 1.0], [0.3, 0.3, -0.2], [0.3, 0.2, 0.6], [0.3, -0.4, -0.8], [-0.1, 0.3, 1.1], [-0.3, -0.9, -0.2], [1.1, 0.1, -0.2]],
  "lowdin_charge": [0.02, -0.21, -0.19, -0.03, -0.07, 0.04, 0.11, 0.12, 0.13, 0.12, -0.07, -0.26, -0.06, -0.14, 0.08, 0.08, 0.07, 0.11, 0.09, 0.06],
  "homo_energy_ha": -0.31740,
  "smiles": "C=C/C=N\\O.CC1=CC1",
  "fmax_ha_per_bohr": 0.1045,
  "gap_ev": 9.2
}



# 2
{
  "formula": "C7H11NO2",
  "method": "ωB97M-V with the def2-TZVPD basis set",
  "elements": ["C", "C", "C", "C", "C", "C", "C", "N", "O", "O", "H", "H", "H", "H", "H", "H", "H", "H", "H", "H", "H"],
  "xyz": [[-2.278, 0.648, -0.241], [1.163, -2.281, 1.698], [0.207, -1.476, 1.497], [-0.168, 1.231, 0.407], [-0.135, -0.179, -0.087], [0.634, 2.176, -0.510], [0.712, -0.546, -1.317], [-1.472, -0.452, -0.346], [-3.392, 0.649, -0.625], [-1.563, 1.560, 0.358], [1.160, -3.051, 2.379], [2.171, -2.162, 1.203], [-0.560, -1.276, 2.218], [0.164, 1.224, 1.443], [1.649, 1.650, -0.640], [0.732, 3.082, -0.030], [0.099, 2.282, -1.565], [0.428, -1.555, -1.702], [1.828, -0.420, -1.156], [0.392, 0.174, -2.127], [-1.773, -1.279, -0.858]],
  "atomic_forces_ev_per_a": [[1.1, -2.8, -0.3], [4.4, -0.4, -1.7], [-2.4, 4.9, -2.9], [0.3, 0.3, -0.7], [1.5, -4.2, 1.7], [-0.2, -3.0, -2.1], [0.4, 0.6, -0.2], [-0.4, -1.1, -0.6], [-2.2, 1.2, -0.3], [0.1, 2.9, 1.1], [-0.2, -1.4, 2.0], [-1.3, -0.5, -0.2], [-1.0, -0.4, -0.1], [-0.1, 0.6, 0.0], [-1.4, 1.3, 0.0], [0.3, 2.2, 0.7], [1.2, -0.2, 2.3], [0.5, 0.6, 0.6], [-1.4, -0.5, -0.2], [0.5, -0.7, 0.7], [0.1, 0.6, 0.3]],
  "lowdin_charge": [-0.61, -0.08, -0.03, -0.28, -0.33, -0.01, -0.05, 0.12, 0.14, 0.09, 0.02, 0.08, 0.06, 0.15, 0.10, 0.04, 0.14, 0.09, 0.09, 0.09, 0.17],
  "homo_energy_ha": -0.31932,
  "fmax_ha_per_bohr": 0.1196,
  "gap_ev": 9.4
}



# 3
{
  "formula": "C7H11NO2",
  "method": "ωB97M-V with the def2-TZVPD basis set",
  "elements": ["O", "C", "O", "C", "C", "C", "C", "C", "C", "N", "H", "H", "H", "H", "H", "H", "H", "H", "H", "H", "H"],
  "xyz": [[0.489, 3.196, 0.431], [0.789, 2.272, -0.338], [1.541, 2.305, -1.386], [0.331, 0.781, 0.030], [-1.144, 0.744, 0.310], [-1.652, -0.657, -0.117], [-0.336, -1.270, -0.473], [0.708, -1.584, 0.661], [1.144, -0.087, 1.026], [0.349, -0.160, -1.056], [-1.795, 1.369, -0.243], [-1.371, 1.064, 1.339], [-2.149, -1.028, 0.749], [-2.331, -0.650, -0.930], [-0.441, -2.204, -1.084], [0.213, -2.075, 1.444], [1.451, -2.233, 0.189], [2.195, 0.075, 0.764], [0.902, 0.297, 2.003], [-0.182, 0.168, -1.883], [1.288, -0.322, -1.436]],
  "atomic_forces_ev_per_a": [[-0.4, -1.4, -0.3], [2.6, 0.5, -1.2], [-1.7, -0.8, 1.5], [-0.3, 1.7, 0.9], [-1.7, 0.1, 1.4], [1.2, 0.6, 2.1], [0.4, -4.2, 0.7], [-1.1, 2.2, -0.9], [0.0, 0.0, -0.9], [0.5, 0.6, -5.1], [0.3, 1.6, -0.9], [0.2, -0.6, -0.2], [-0.3, -1.2, 0.4], [-0.6, 0.1, -0.9], [0.3, 1.1, -0.1], [-0.4, -0.8, 1.2], [0.3, 0.3, 0.5], [0.0, 0.0, 0.5], [0.3, -0.4, 0.6], [0.4, 0.4, 0.4], [0.0, 0.0, 0.3]],
  "lowdin_charge": [0.00, -0.62, -0.08, -0.35, -0.10, -0.10, -0.29, -0.05, -0.03, 0.09, 0.11, 0.14, 0.12, 0.11, 0.17, 0.09, 0.11, 0.13, 0.12, 0.21, 0.20],
  "homo_energy_ha": -0.31135,
  "smiles": "O=C([O-])[C@]12CC[C@H](CC1)[NH2+]2",
  "fmax_ha_per_bohr": 0.1012,
  "gap_ev": 8.5
}



# 4
{
  "formula": "C7H11NO3",
  "method": "ωB97M-V with the def2-TZVPD basis set",
  "elements": ["C", "C", "C", "O", "C", "O", "H", "H", "C", "C", "N", "C", "O", "H", "H", "H", "H", "H", "H", "H", "H", "H"],
  "xyz": [[3.256, 0.248, -0.114], [2.589, 1.215, 0.134], [1.752, 2.408, 0.293], [1.645, 3.020, 1.332], [1.078, 2.834, -1.022], [0.485, 3.891, -1.120], [3.914, -0.571, -0.296], [1.161, 2.076, -1.823], [0.191, -1.419, -0.372], [-0.939, -0.572, 0.203], [-0.603, -0.131, 1.563], [-2.220, -1.365, 0.160], [-2.525, -1.671, -1.178], [0.325, -2.315, 0.247], [1.142, -0.861, -0.390], [-0.023, -1.715, -1.389], [-1.076, 0.337, -0.411], [-0.197, -0.895, 2.082], [-1.417, 0.210, 2.058], [-3.014, -0.806, 0.654], [-2.042, -2.316, 0.682], [-3.481, -1.601, -1.292]],
  "atomic_forces_ev_per_a": [[0.2, 0.3, 0.1], [-0.1, 0.1, 0.0], [0.4, 0.2, 1.0], [0.0, -0.5, -1.0], [-1.1, 1.4, 0.2], [1.0, -1.7, 0.0], [-0.1, 0.0, 0.0], [-0.1, 0.2, -0.1], [0.5, 0.5, 0.3], [0.4, 0.4, 0.1], [0.2, 0.0, -0.5], [0.3, -0.4, 0.2], [-0.8, 0.1, -0.6], [0.0, 0.0, -0.1], [-0.5, -0.3, 0.1], [-0.2, -0.2, -0.2], [0.0, -0.3, 0.1], [0.0, -0.1, 0.2], [0.0, 0.0, 0.0], [-0.2, 0.0, 0.0], [-0.2, 0.2, 0.3], [0.3, -0.1, -0.1]],
  "lowdin_charge": [0.15, -0.04, -0.37, 0.14, -0.16, 0.10, 0.05, 0.13, -0.06, -0.46, 0.05, -0.27, -0.06, 0.09, 0.03, 0.08, 0.14, 0.07, 0.07, 0.12, 0.12, 0.09],
  "homo_energy_ha": -0.34682,
  "smiles": "C#CC(=O)C=O.C[C@H](N)CO",
  "fmax_ha_per_bohr": 0.0376,
  "gap_ev": 8.3
}



# 5
{
  "formula": "C7H11NO3S",
  "method": "ωB97M-V with the def2-TZVPD basis set",
  "elements": ["C", "C", "C", "C", "C", "N", "O", "S", "O", "O", "H", "H", "H", "H", "H", "H", "H", "C", "C", "H", "H", "H", "H"],
  "xyz": [[-0.325, 0.614, 2.249], [-0.464, 0.774, 0.772], [0.447, 1.161, -0.223], [1.755, 1.248, 0.041], [2.638, 1.574, -1.087], [2.224, 1.533, -2.358], [3.735, 2.021, -0.890], [-2.034, 0.869, 0.165], [-2.248, 0.893, -1.255], [-3.042, 0.462, 1.138], [-0.180, 1.525, 2.842], [-1.290, 0.284, 2.596], [0.493, 0.038, 2.445], [0.082, 1.234, -1.238], [2.209, 1.021, 0.950], [1.657, 0.778, -2.659], [2.847, 1.803, -2.997], [-1.938, -3.059, 0.253], [-0.882, -2.808, -0.476], [-1.889, -3.330, 1.328], [-2.895, -3.282, -0.172], [0.033, -2.676, 0.127], [-0.932, -2.677, -1.549]],
  "atomic_forces_ev_per_a": [[-2.1, 2.3, -0.6], [-3.2, 0.8, -0.7], [1.4, -0.5, 0.3], [-1.0, -0.2, -2.6], [0.7, 0.5, 0.8], [-3.9, -1.6, 1.3], [2.0, 0.7, 1.0], [0.7, -1.4, 2.3], [-0.1, 0.2, 0.2], [0.3, 0.6, -1.3], [0.2, 0.3, -0.6], [0.1, -0.9, 0.4], [2.0, -2.2, 0.7], [0.0, 0.4, 0.1], [0.6, 0.0, 1.4], [-0.7, -0.5, -0.2], [3.1, 1.3, -2.7], [-1.0, -1.4, 1.2], [1.1, 0.6, 0.8], [0.2, 0.7, -0.7], [-0.5, 0.2, -0.3], [0.0, 0.0, -1.0], [0.2, 0.1, 0.1]],
  "lowdin_charge": [-0.05, -0.39, -0.13, 0.03, -0.57, 0.18, 0.07, 0.87, -0.31, -0.33, 0.10, 0.07, 0.05, 0.10, 0.10, 0.10, 0.06, -0.09, -0.09, 0.07, 0.04, 0.06, 0.05],
  "homo_energy_ha": [-0.32435, -0.32433],
  "smiles": "CC(/C=C/C(N)=O)=S(=O)=O.C=C",
  "fmax_ha_per_bohr": 0.0858,
  "gap_ev": [7.6, 7.6]
}



# 6
{
  "formula": "C7H11NO7",
  "method": "ωB97M-V with the def2-TZVPD basis set",
  "elements": ["C", "C", "C", "C", "C", "C", "C", "N", "O", "O", "O", "O", "O", "O", "O", "H", "H", "H", "H", "H", "H", "H", "H", "H", "H", "H"],
  "xyz": [[0.111, -1.703, 2.334], [0.569, -1.101, -0.158], [-1.720, 0.336, -0.158], [-0.131, -0.662, 1.238], [-0.537, 1.113, -0.701], [0.924, 0.376, -0.160], [-0.507, 1.114, -2.194], [0.905, 0.421, 1.290], [-0.691, -2.542, 2.652], [1.276, -1.590, 2.955], [-1.388, -0.273, 1.134], [1.630, -1.955, -0.108], [-2.224, -0.526, -1.023], [-0.633, 2.398, -0.210], [1.991, 0.915, -0.879], [-0.071, -1.355, -0.971], [-2.530, 1.096, 0.232], [0.291, 0.286, -2.376], [-0.285, 2.140, -2.628], [-1.329, 0.676, -2.746], [0.744, 1.301, 1.818], [1.624, -0.734, 2.710], [2.333, -1.683, 0.506], [-2.817, -1.102, -0.627], [-0.026, 2.890, -0.725], [2.494, 0.165, -1.205]],
  "atomic_forces_ev_per_a": [[-1.6, -0.5, 0.7], [-0.1, 1.8, 1.0], [-1.4, 3.1, 3.8], [3.3, -1.4, -0.2], [1.4, -1.1, 0.0], [-2.5, 2.1, -0.9], [2.0, -1.4, -1.7], [0.4, 0.2, 0.5], [0.3, 0.3, -0.6], [0.2, -0.6, 0.4], [-2.1, 0.4, -0.6], [1.2, -1.1, 0.0], [1.3, -0.3, -2.8], [-0.7, 0.1, 1.5], [-0.4, -0.3, 0.8], [-0.5, -0.7, -0.3], [1.4, -1.1, -1.0], [-0.9, 2.0, -0.7], [0.2, -1.5, 0.5], [-0.7, 0.4, 0.4], [-0.3, -0.7, -0.9], [0.6, 0.8, -0.5], [-0.6, 0.1, -0.1], [-1.9, -1.6, 1.4], [1.0, 1.2, -0.6], [0.4, -0.1, -0.2]],
  "lowdin_charge": [-0.44, -0.19, -0.33, -0.35, -0.42, -0.39, 0.01, 0.14, 0.14, 0.14, 0.07, 0.05, 0.09, 0.05, 0.07, 0.15, 0.20, 0.12, 0.12, 0.08, 0.16, 0.08, 0.12, 0.10, 0.08, 0.11],
  "homo_energy_ha": -0.34507,
  "fmax_ha_per_bohr": 0.0995,
  "gap_ev": 9.8
}



Going through the records in order, we get relative energy (zero: lowest compared OMol25 entry of this formula, charge and spin) values of 149.2 84.6 54.7 97.9 107.7 15.6 kcal per mole.